Formula: C14H31O7S3
Source: the Open Molecules 2025 dataset
Level of theory: ωB97M-V with the def2-TZVPD basis set

The calculation puts the frontier orbital gap at 6.21 eV. Its spin multiplicity is 1. The calculation puts the highest occupied orbital energy at -4.517 eV. As for the net charge: -1.

Structure (XYZ):
```
55
C14H31O7S3 (ωB97M-V with the def2-TZVPD basis set)
C 2.861 0.236 -0.182
C 2.168 0.684 -1.636
O 2.300 -0.172 -2.660
O 1.512 2.003 -1.688
C 0.035 1.841 -1.891
C -0.791 1.805 -0.475
C -2.428 1.821 -0.629
C -3.143 0.353 -0.381
C -2.252 -0.902 -1.015
C -3.224 -2.106 -1.650
O -2.559 -3.252 -1.957
O -4.665 -1.948 -1.910
H 2.344 0.904 0.639
H 4.013 0.457 -0.316
H 2.649 -0.911 0.007
H -0.366 2.757 -2.522
H -0.086 0.893 -2.566
H -0.509 2.807 0.108
H -0.455 0.911 0.232
H -2.878 2.556 0.190
H -2.735 2.162 -1.723
H -3.195 0.206 0.796
H -4.242 0.393 -0.835
H -1.678 -0.454 -1.933
H -1.532 -1.317 -0.162
C -8.200 -3.871 -5.295
S -7.243 -2.338 -5.214
O -6.936 -1.924 -6.623
C -5.745 -3.084 -4.528
H -9.175 -3.649 -5.736
H -7.681 -4.604 -5.918
H -8.342 -4.268 -4.287
H -5.375 -3.864 -5.197
H -5.964 -3.505 -3.544
H -4.985 -2.305 -4.425
C 5.782 -1.700 3.411
S 4.370 -1.505 2.297
O 4.093 -0.035 2.174
C 3.138 -2.198 3.426
H 6.669 -1.293 2.921
H 5.602 -1.157 4.342
H 5.940 -2.761 3.620
H 3.119 -1.624 4.356
H 3.380 -3.243 3.635
H 2.157 -2.143 2.947
C 5.213 5.032 4.352
S 3.529 4.458 4.024
O 2.766 4.537 5.315
C 3.966 2.724 3.756
H 5.176 6.099 4.585
H 5.634 4.491 5.202
H 5.831 4.878 3.464
H 4.463 2.322 4.642
H 4.624 2.642 2.888
H 3.049 2.159 3.569
```

Mulliken population analysis, charges in e, atoms 1 to 4: atom 1 (C): -0.4536, atom 2 (C): 0.4423, atom 3 (O): -0.5724, atom 4 (O): -0.3371

***

Formula: C14H32AgN2O9
Source: the Open Molecules 2025 dataset
Level of theory: ωB97M-V with the def2-TZVPD basis set

The calculation puts the frontier orbital gap (spin up / spin down) at 6.49 / 4.14 eV. As for the expectation value of S²: 2.02. Its spin multiplicity is 3. The calculation puts the highest occupied orbital energy (spin up / spin down) at -3.910 / -3.851 eV. As for the net charge: -1.

Structure (XYZ):
```
58
C14H32AgN2O9 (ωB97M-V with the def2-TZVPD basis set)
Ag -0.009 1.548 -0.412
C -3.993 0.267 -2.710
C -3.165 1.376 -2.003
O -3.767 2.310 -1.508
O -1.901 1.291 -1.718
H -3.388 -0.636 -2.626
H -4.251 0.481 -3.747
H -4.992 0.088 -2.311
C 3.343 1.509 -2.962
C 1.874 1.686 -2.583
O 1.413 0.785 -1.940
O 1.276 2.805 -2.476
H 3.525 2.285 -3.705
H 3.597 0.497 -3.279
H 4.066 1.829 -2.211
C -3.050 0.357 2.788
C -2.642 1.524 1.994
O -3.422 2.538 1.752
O -1.517 1.594 1.457
H -3.896 -0.173 2.351
H -3.461 0.701 3.737
H -2.253 -0.358 2.990
O -0.792 3.691 -0.412
H -0.035 3.913 0.164
C -0.404 -2.190 -1.891
C -1.205 -1.752 -0.600
C -1.764 -2.970 0.140
O -2.110 -2.371 1.427
C -2.465 -3.408 2.266
N -0.430 -0.750 0.123
H -0.918 -2.171 -2.852
H 0.313 -3.002 -1.773
H 0.341 -1.423 -2.103
H -2.059 -1.183 -0.969
H -1.032 -3.759 0.312
H -2.674 -3.273 -0.378
H -3.115 -2.887 2.969
H -1.612 -3.891 2.742
H -3.106 -4.180 1.838
H 0.512 -1.115 0.103
H -0.706 -0.920 1.080
C 2.426 1.205 2.778
C 2.989 1.533 1.407
C 3.687 0.451 0.514
O 2.718 -0.580 0.324
C 3.152 -1.737 -0.322
N 1.915 2.297 0.813
H 2.192 2.040 3.438
H 3.192 0.938 3.506
H 1.609 0.492 2.888
H 3.729 2.321 1.546
H 4.597 0.029 0.941
H 3.871 0.867 -0.476
H 3.723 -2.366 0.361
H 3.718 -1.615 -1.245
H 2.256 -2.246 -0.678
H 1.752 3.207 1.219
H 2.348 2.498 -0.077
```

Mulliken population analysis, charges in e, atoms 1 to 4: atom 1 (Ag): 1.8591, atom 2 (C): -0.9678, atom 3 (C): 0.5613, atom 4 (O): -0.4271

***

Formula: C14H32BBr10N3O8
Source: the Open Molecules 2025 dataset
Level of theory: ωB97M-V with the def2-TZVPD basis set

The calculation puts the frontier orbital gap at 7.09 eV. The value obtained for the energy relative to the best compared isomer or geometry (same formula, charge and spin) is 0.987 eV. Its spin multiplicity is 1. The calculation puts the highest occupied orbital energy at -13.084 eV. As for the net charge: +2.

Structure (XYZ):
```
68
C14H32BBr10N3O8 (ωB97M-V with the def2-TZVPD basis set)
N 4.741 -2.013 3.336
H 4.240 -2.320 2.514
H 4.866 -1.019 3.204
H 5.630 -2.490 3.291
H 4.352 -2.205 4.248
N 1.871 4.623 2.771
H 1.952 5.063 1.865
H 2.461 5.096 3.440
H 2.160 3.656 2.815
H 0.912 4.698 3.079
N -1.242 -4.000 3.523
H -1.071 -3.910 2.531
H -1.909 -3.309 3.835
H -0.361 -3.920 4.010
H -1.545 -4.963 3.523
O 0.347 2.220 -1.584
C 0.326 1.430 -0.641
O 0.704 0.172 -0.683
B 0.636 -0.440 0.679
O 0.091 0.647 1.551
C 0.000 1.774 0.847
O -0.290 2.930 1.306
O -0.175 -1.694 0.830
C 0.617 -2.786 1.012
O 0.226 -3.964 1.233
C 2.108 -2.224 1.129
O 2.010 -0.904 1.071
O 3.099 -2.916 1.271
Br 3.109 4.904 -0.480
C 2.886 4.597 -2.405
C 2.821 5.911 -3.108
Br 2.281 5.805 -4.979
H 1.928 4.085 -2.500
H 3.704 3.947 -2.714
H 3.848 6.273 -3.151
H 2.171 6.663 -2.660
Br -5.196 3.792 -1.057
C -3.483 4.398 -0.333
C -2.517 4.400 -1.514
Br -0.947 5.468 -0.987
H -3.254 3.698 0.470
H -3.633 5.405 0.055
H -2.892 4.842 -2.437
H -2.270 3.385 -1.823
Br 1.668 -8.413 0.179
C 0.002 -8.405 1.273
C -0.195 -7.028 1.989
Br -1.607 -7.285 3.441
H 0.187 -9.176 2.021
H -0.854 -8.731 0.682
H -0.506 -6.360 1.185
H 0.651 -6.562 2.495
Br -6.146 -0.366 -0.568
C -4.290 0.197 -0.982
C -3.347 -0.318 0.151
Br -3.467 -2.355 0.095
H -4.358 1.263 -1.200
H -4.013 -0.400 -1.851
H -3.649 0.083 1.119
H -2.321 -0.085 -0.136
Br -2.096 -1.580 -4.170
C -0.642 -0.592 -5.003
C -0.032 0.376 -4.003
Br 1.176 1.684 -4.918
H -1.014 -0.165 -5.935
H 0.054 -1.383 -5.284
H 0.421 -0.157 -3.167
H -0.935 0.949 -3.795
```

Mulliken population analysis, charges in e, atoms 1 to 4: atom 1 (N): -0.3226, atom 2 (H): 0.2173, atom 3 (H): 0.3852, atom 4 (H): 0.4296

***

Formula: C14H32BBr2O9PSi2
Source: the Open Molecules 2025 dataset
Level of theory: ωB97M-V with the def2-TZVPD basis set

The calculation puts the frontier orbital gap at 8.65 eV. Its spin multiplicity is 1. The calculation puts the highest occupied orbital energy at -8.425 eV.

Structure (XYZ):
```
61
C14H32BBr2O9PSi2 (ωB97M-V with the def2-TZVPD basis set)
C -1.440 1.189 2.546
C -1.263 -0.027 1.669
O -0.314 0.207 0.621
Si -0.681 0.687 -0.894
O -0.648 -0.614 -1.915
Si -0.175 -2.161 -1.577
O 1.302 -2.210 -0.821
C 0.075 -2.953 -3.269
O -1.149 -2.995 -4.023
C -1.473 -1.853 -4.690
C -2.950 -1.583 -4.694
O -0.651 -1.163 -5.221
B -1.647 -3.061 -0.507
O -2.862 -3.175 -1.122
O -1.502 -3.609 0.740
C 0.604 1.919 -1.519
Br 0.880 3.305 -0.188
C 1.898 1.305 -2.023
C 2.852 0.817 -0.931
Br 2.808 2.570 -3.226
P -2.667 1.707 -1.035
C -3.861 0.309 -1.207
C -2.612 2.384 -2.757
H -1.948 2.010 2.041
H -2.020 0.896 3.424
H -0.466 1.502 2.918
H -2.217 -0.390 1.269
H -0.846 -0.831 2.281
H 1.937 -2.800 -1.236
H 0.449 -3.977 -3.187
H 0.834 -2.389 -3.823
H -3.119 -0.670 -4.123
H -3.499 -2.409 -4.250
H -3.284 -1.434 -5.720
H -3.590 -3.243 -0.489
H -0.815 -3.202 1.278
H 0.118 2.425 -2.354
H 1.636 0.484 -2.688
H 3.097 -0.233 -1.088
H 3.772 1.395 -0.913
H 2.379 0.896 0.049
H -3.500 -0.537 -1.792
H -4.771 0.707 -1.661
H -4.131 -0.047 -0.212
H -2.086 1.755 -3.479
H -3.646 2.493 -3.086
H -2.149 3.370 -2.731
O 0.467 0.188 4.981
C 1.659 0.331 4.916
O 2.223 1.330 5.623
C 3.637 1.563 5.643
C 4.110 2.323 4.422
C 2.508 -0.542 4.021
H 4.177 0.626 5.782
H 3.793 2.159 6.541
H 3.934 1.766 3.502
H 5.179 2.525 4.500
H 3.583 3.274 4.346
H 2.367 -0.205 2.993
H 2.133 -1.560 4.099
H 3.570 -0.539 4.248
```

Mulliken population analysis, charges in e, atoms 1 to 4: atom 1 (C): -1.2335, atom 2 (C): 0.0621, atom 3 (O): -0.2794, atom 4 (Si): 0.0191